No. 1
Formula: C5H12NO2
Source: the Open Molecules 2025 dataset
Level of theory: ωB97M-V/def2-TZVPD

The geometry in XYZ format:
```
20
C5H12NO2, DFT ωB97M-V/def2-TZVPD
C -1.477 -1.563 -0.969
O -2.187 -0.784 -1.756
C -0.531 -0.656 -0.020
C 0.808 -0.582 -0.921
C 2.094 -0.203 -0.254
C 2.272 1.000 0.315
N -1.101 0.716 0.204
H -0.753 -2.266 -1.484
H -2.187 -2.224 -0.314
H -0.486 -1.269 0.960
H 0.951 -1.549 -1.434
H 0.446 0.067 -1.715
H 2.796 -1.009 -0.225
H 1.535 1.847 0.275
H 3.168 1.108 0.988
H -0.824 1.323 -0.574
H -2.064 0.559 -0.044
H -0.589 1.712 1.555
H -1.090 1.528 3.001
O -0.782 2.246 2.413
```

Calculated values
* E_LUMO: 3.86 eV
* energy: -10963.1943 eV
* energy relative to the best compared isomer or geometry (same formula, charge and spin): 87.5 kcal/mol
* total charge: -1
* gap between HOMO and LUMO: 6.721 eV



No. 2
Formula: C19H36BF2N2O15P2
Source: the Open Molecules 2025 dataset
Level of theory: ωB97M-V/def2-TZVPD

The geometry in XYZ format:
```
77
C19H36BF2N2O15P2, DFT ωB97M-V/def2-TZVPD
C 0.065 -0.890 4.610
C 0.136 0.104 3.339
O 0.947 1.291 3.565
C 0.470 2.329 2.664
C 0.690 1.955 1.085
O -0.548 2.143 0.379
C -1.087 0.969 -0.235
F -0.813 -0.335 0.368
O -2.481 1.108 0.170
B -3.463 0.573 -0.794
C -3.889 -0.966 -0.362
C -3.759 -1.255 1.204
O -4.415 -2.240 1.699
O -4.719 1.387 -0.933
C -5.276 1.643 0.330
N -5.651 1.703 1.475
O -2.678 0.695 -2.060
C -1.282 1.066 -1.842
C -0.543 0.125 -2.885
C 0.689 -0.755 -2.370
C 1.824 0.043 -1.559
F 0.280 -2.003 -1.714
O -1.392 2.521 -2.081
C -0.207 3.052 -2.614
N 0.865 3.614 -2.752
H 1.003 -0.857 5.274
H 0.017 -1.966 4.182
H -0.899 -0.759 5.226
H 0.658 -0.491 2.492
H -0.919 0.444 3.012
H 1.104 3.268 2.914
H -0.621 2.595 2.903
H 1.226 0.961 0.955
H 1.428 2.768 0.703
H -4.956 -1.228 -0.729
H -3.181 -1.696 -0.921
H -3.152 -0.618 1.948
H -0.177 0.646 -3.856
H -1.323 -0.642 -3.271
H 1.219 -1.131 -3.334
H 2.846 -0.132 -2.042
H 1.875 -0.456 -0.512
H 1.626 1.167 -1.444
C 5.294 3.372 -8.909
O 5.908 3.645 -7.667
P 5.018 4.003 -6.238
O 4.481 2.570 -6.206
O 3.947 4.939 -7.074
C 4.394 6.075 -7.793
O 4.220 4.457 -4.786
C 3.682 3.461 -3.934
H 5.800 2.511 -9.354
H 4.230 3.152 -8.809
H 5.432 4.223 -9.576
H 4.059 5.976 -8.829
H 5.482 6.173 -7.782
H 3.940 6.977 -7.376
H 4.425 2.690 -3.719
H 2.788 3.028 -4.384
H 3.399 3.937 -2.994
C -1.223 -4.426 8.050
O -0.878 -4.439 6.681
P -1.946 -4.988 5.448
O -2.864 -3.792 5.702
O -2.463 -6.248 6.382
C -1.546 -7.221 6.848
O -2.905 -5.601 4.161
C -3.899 -4.781 3.568
H -0.894 -3.472 8.472
H -2.296 -4.541 8.211
H -0.686 -5.223 8.566
H -1.632 -7.277 7.936
H -0.513 -6.977 6.589
H -1.805 -8.199 6.437
H -3.487 -3.811 3.286
H -4.744 -4.666 4.249
H -4.251 -5.279 2.662
```

Calculated values
* E_LUMO: -1.13 eV
* energy: -78660.9920 eV
* energy relative to the best compared isomer or geometry (same formula, charge and spin): 255.0 kcal/mol
* total charge: -1
* gap between HOMO and LUMO: 4.934 eV



No. 3
Formula: C33H32AsF6N3O2RhSTe
Source: the Open Molecules 2025 dataset
Level of theory: ωB97M-V/def2-TZVPD

The geometry in XYZ format:
```
80
C33H32AsF6N3O2RhSTe, DFT ωB97M-V/def2-TZVPD
Rh 0.540 1.202 0.004
C 5.720 0.832 4.001
C 4.712 0.538 2.953
C 5.044 0.494 1.591
C 4.092 0.252 0.628
C 4.452 0.307 -0.824
O 5.510 -0.082 -1.234
C 3.366 0.852 -1.684
C 2.612 1.971 -1.294
C 1.508 2.353 -2.072
C 1.161 1.602 -3.201
C 1.953 0.540 -3.605
C 3.068 0.178 -2.862
C 2.730 -0.067 0.972
O 1.888 -0.475 0.120
C 2.392 0.042 2.377
C 3.376 0.331 3.306
C 1.001 -0.150 2.754
N 0.064 -0.053 1.878
C -1.286 -0.481 2.096
C -1.528 -1.755 1.290
Te -0.268 -3.333 2.068
C -1.239 -3.590 3.928
C -0.600 -4.421 4.859
C -1.174 -4.636 6.094
C -2.382 -4.028 6.420
C -3.020 -3.207 5.495
C -2.461 -2.995 4.251
C 0.715 -0.425 4.176
C 1.277 -1.517 4.832
C 0.967 -1.755 6.159
C 0.113 -0.903 6.840
C -0.428 0.199 6.196
C -0.131 0.439 4.868
H 6.641 1.225 3.582
H 5.961 -0.078 4.554
H 5.317 1.539 4.725
H 6.059 0.694 1.276
H 2.981 2.617 -0.499
H 1.004 3.299 -1.897
H 0.283 1.879 -3.771
H 1.703 -0.014 -4.497
H 3.694 -0.643 -3.169
H 3.098 0.423 4.346
H -1.971 0.285 1.728
H -1.492 -0.649 3.161
H -1.246 -1.606 0.245
H -2.571 -2.063 1.339
H 0.338 -4.894 4.601
H -0.687 -5.282 6.807
H -2.838 -4.209 7.381
H -3.968 -2.752 5.743
H -2.996 -2.390 3.534
H 1.951 -2.171 4.298
H 1.403 -2.598 6.667
H -0.123 -1.087 7.875
H -1.082 0.873 6.727
H -0.529 1.308 4.365
S 0.799 3.108 1.525
C 0.176 4.504 0.691
N 1.069 5.410 0.318
C 0.689 6.648 -0.338
C -0.582 6.399 -1.144
C -1.659 5.811 -0.239
N -1.112 4.684 0.502
H 2.034 5.271 0.580
H 1.511 6.960 -0.984
H 0.524 7.430 0.410
H -0.371 5.696 -1.953
H -0.934 7.331 -1.581
H -2.499 5.441 -0.832
H -2.035 6.555 0.472
H -1.763 3.967 0.796
F -1.078 0.302 -1.556
As -2.479 1.474 -1.439
F -3.385 0.221 -0.672
F -3.635 2.701 -1.062
F -2.926 1.170 -3.029
F -1.332 2.771 -1.877
F -1.744 1.820 0.296
```

Calculated values
* E_LUMO (spin up / spin down): -7.85 / -8.65 eV
* energy: -141572.5579 eV
* spin multiplicity: 2
* ⟨S²⟩: 0.762
* energy relative to the best compared isomer or geometry (same formula, charge and spin): 0.0 kcal/mol
* total charge: +2
* gap between HOMO and LUMO (spin up / spin down): 5.411 / 4.619 eV



No. 4
Formula: C6H12N2O
Source: the Open Molecules 2025 dataset
Level of theory: ωB97M-V/def2-TZVPD

The geometry in XYZ format:
```
21
C6H12N2O, DFT ωB97M-V/def2-TZVPD
C 2.544 -1.144 0.466
C 1.567 0.027 0.324
C 2.310 1.344 -0.098
O 0.687 -0.515 -0.750
N -0.668 -0.122 -0.718
C -0.988 1.034 -0.048
N -2.152 1.128 0.442
C -2.688 -0.277 0.327
C -1.543 -1.184 -0.114
H 3.128 -1.195 -0.474
H 1.939 -2.017 0.675
H 3.141 -0.930 1.380
H 1.022 0.150 1.285
H 2.813 1.084 -1.011
H 1.669 2.185 -0.336
H 3.051 1.600 0.694
H -0.289 1.872 -0.172
H -3.157 -0.606 1.262
H -3.471 -0.212 -0.454
H -1.819 -1.988 -0.819
H -1.006 -1.661 0.758
```

Calculated values
* E_LUMO: 1.00 eV
* energy: -11441.6529 eV
* structure (SMILES): CC(C)ON1C=NCC1
* energy relative to the best compared isomer or geometry (same formula, charge and spin): 69.6 kcal/mol
* gap between HOMO and LUMO: 9.623 eV